{
  "formula": "C6H12FNO",
  "method": "the ωB97M-V functional and the def2-TZVPD basis",
  "species": ["C", "C", "F", "C", "C", "C", "O", "N", "C", "H", "H", "H", "H", "H", "H", "H", "H", "H", "H", "H", "H"],
  "positions_angstrom": [[-1.22936, 1.58064, 1.71969], [-0.14454, 1.93425, 1.08923], [0.84200, 2.64104, 1.66320], [0.20710, 1.78968, -0.35185], [1.47655, 0.88914, -0.61822], [1.31957, -0.63355, -0.88008], [0.80661, -1.24734, 0.21702], [-0.58092, -1.29118, 0.15656], [-1.15443, -2.62888, 0.20966], [-1.84127, 0.79468, 1.28382], [-1.39107, 1.82572, 2.76919], [0.50304, 2.85351, -0.64858], [-0.63259, 1.46358, -1.01586], [2.01045, 1.39567, -1.47424], [2.09575, 1.05346, 0.31008], [0.66440, -0.91604, -1.74998], [2.26741, -1.01189, -1.07150], [-0.80459, -0.73903, 1.01650], [-0.32336, -3.18290, -0.23240], [-1.34492, -2.91922, 1.30450], [-2.09794, -2.63487, -0.41530]],
  "forces_ev_per_a": [[-0.6, -1.0, 1.4], [0.6, 0.1, -1.6], [0.0, 0.4, 0.8], [0.3, 0.0, -1.5], [0.3, 1.3, -0.1], [-1.7, 2.4, -1.6], [0.4, -2.2, 1.7], [-1.7, 2.4, 1.3], [0.2, 0.3, 0.9], [-0.3, 0.8, -0.2], [0.1, 0.0, -0.3], [-0.5, -1.4, 0.2], [0.5, 0.3, 0.8], [-0.3, -0.8, 0.8], [-0.2, -0.5, -1.1], [0.6, 0.7, 0.4], [1.9, -0.8, -0.2], [-0.2, -0.9, -1.1], [-0.6, -0.9, 0.0], [0.1, -0.1, -1.7], [1.1, -0.3, 0.8]],
  "mulliken_charge": [-0.982, 0.473, -0.281, -0.530, -0.602, -0.315, -0.256, -0.193, -0.798, 0.415, 0.276, 0.342, 0.289, 0.332, 0.250, 0.320, 0.319, 0.125, 0.292, 0.245, 0.280],
  "smiles": "C=C(F)CCCONC",
  "total_energy_ev": -12668.2870,
  "relative_energy_kcal_mol": 50.9,
  "gap_ev": 10.18,
  "lumo_energy_ev": 1.0
}